[1]
This record from the OMol25 dataset describes 7 unconnected molecules or ions with the total composition C50H48F36N2O15 in a non-equilibrium geometry. The level of theory is wB97M-V/def2-TZVPD.

Geometry as ORCA input:
```
! wB97M-V def2-TZVPD RIJCOSX def2/J DEFGRID3
* xyz 0 1
C 3.762 -1.794 4.959
C 3.693 -1.200 3.906
C 3.301 -0.686 2.569
C 4.111 -1.194 1.492
C 5.269 -2.180 1.708
C 4.974 -3.629 1.173
C 5.920 -4.604 1.960
C 3.811 -0.762 0.185
C 2.733 0.214 0.006
C 1.936 0.723 1.046
C 0.833 1.723 0.687
F 0.998 2.255 -0.564
F -0.391 1.085 0.622
C 0.738 3.010 1.626
F -0.242 2.924 2.544
F 0.401 4.078 0.848
F 1.934 3.334 2.154
C 2.213 0.228 2.387
C 1.391 0.680 3.603
C -0.098 0.165 3.604
C -0.235 -1.370 3.787
F -1.211 -1.589 4.745
F 0.893 -1.931 4.328
C -0.528 -2.179 2.468
F -1.071 -1.443 1.461
F 0.697 -2.597 2.001
C -1.375 -3.488 2.649
F -1.116 -4.290 1.574
F -0.837 -4.143 3.722
C -2.911 -3.281 2.917
F -3.178 -3.817 4.151
F -3.308 -1.991 2.973
C -3.872 -4.033 1.920
F -3.622 -3.724 0.620
F -5.119 -3.522 2.163
C -3.992 -5.585 2.164
F -2.876 -6.151 2.656
F -4.957 -5.759 3.112
F -4.403 -6.262 1.084
C 2.802 0.427 -1.522
O 2.656 1.351 -2.263
N 3.256 -0.856 -2.074
C 2.223 -1.927 -1.972
C 2.044 -2.539 -3.423
C 0.504 -2.728 -3.642
N -0.304 -3.365 -2.672
O -0.001 -2.342 -4.678
C 4.405 -1.108 -1.213
O 5.511 -1.440 -1.513
H 3.834 -2.414 5.849
H 5.616 -2.222 2.759
H 6.136 -1.794 1.122
H 3.910 -3.928 1.232
H 5.318 -3.650 0.116
H 5.528 -4.856 2.964
H 6.871 -4.043 2.118
H 6.195 -5.501 1.373
H 1.378 1.778 3.760
H 1.824 0.292 4.553
H -0.548 0.607 4.523
H -0.709 0.548 2.770
H 1.267 -1.433 -1.681
H 2.530 -2.694 -1.229
H 2.487 -3.551 -3.450
H 2.401 -1.862 -4.212
H 0.169 -3.514 -1.784
H -1.193 -2.893 -2.540
C -1.768 2.190 -2.144
C -0.885 3.292 -2.690
O -1.345 3.692 -3.995
C -2.340 4.575 -4.019
O -2.869 5.050 -3.055
C -2.685 4.937 -5.467
F -2.732 3.860 -6.264
F -1.771 5.774 -5.992
F -3.874 5.543 -5.567
H -1.820 1.358 -2.849
H -1.385 1.826 -1.197
H -2.788 2.546 -1.991
H 0.133 2.926 -2.819
H -0.837 4.146 -2.013
C 0.156 2.365 10.466
C -0.131 1.476 9.275
O 0.895 1.618 8.274
C 1.994 0.885 8.454
O 2.185 0.136 9.367
C 2.966 1.105 7.291
F 3.075 2.399 6.955
F 2.559 0.446 6.185
F 4.196 0.675 7.572
H 0.285 3.401 10.149
H -0.661 2.315 11.187
H 1.078 2.065 10.967
H -1.065 1.778 8.802
H -0.240 0.432 9.569
C -3.060 8.687 -6.954
C -1.779 9.437 -6.662
O -1.280 10.081 -7.849
C -1.812 11.269 -8.141
O -2.655 11.827 -7.503
C -1.147 11.841 -9.397
F -0.999 10.913 -10.357
F 0.081 12.322 -9.123
F -1.847 12.845 -9.928
H -2.913 7.984 -7.776
H -3.391 8.137 -6.074
H -3.855 9.371 -7.255
H -1.005 8.739 -6.343
H -1.912 10.161 -5.857
C 0.046 -7.771 1.236
C 0.654 -8.449 0.025
O 1.321 -7.490 -0.814
C 2.568 -7.174 -0.467
O 3.161 -7.620 0.472
C 3.156 -6.183 -1.476
F 2.280 -5.214 -1.801
F 3.502 -6.791 -2.620
F 4.249 -5.578 -1.004
H -0.614 -6.958 0.928
H -0.526 -8.485 1.829
H 0.820 -7.334 1.870
H -0.132 -8.896 -0.583
H 1.335 -9.251 0.313
C 1.482 9.790 -10.533
C 2.683 10.013 -9.640
O 2.954 8.843 -8.846
C 3.673 7.888 -9.436
O 4.098 7.933 -10.553
C 3.917 6.735 -8.457
F 2.810 6.414 -7.769
F 4.861 7.058 -7.555
F 4.327 5.628 -9.080
H 0.623 9.480 -9.943
H 1.232 10.701 -11.072
H 1.675 8.999 -11.259
H 2.478 10.820 -8.937
H 3.564 10.302 -10.215
C -6.842 -6.417 5.823
C -7.214 -7.747 5.203
O -7.158 -8.800 6.181
C -8.241 -8.945 6.947
O -9.230 -8.276 6.879
C -8.053 -10.129 7.902
F -6.831 -10.140 8.458
F -8.203 -11.299 7.257
F -8.939 -10.111 8.900
H -5.866 -6.480 6.308
H -6.808 -5.636 5.063
H -7.561 -6.125 6.589
H -6.496 -8.009 4.427
H -8.198 -7.709 4.732
*
```

molecular weight	1600.9	u
DFT total energy	-6767.39789	hartree
Kohn-Sham gap	0.3223	hartree
HOMO	-9.726	eV

Atomic partial charges in e from the Mulliken method, atoms 1 to 2:
1. C -0.357
2. C -1.449



[2]
This record from the OMol25 dataset describes a molecular structure, CH2BrFO in a non-equilibrium geometry. The level of theory is wB97M-V/def2-TZVPD.

Geometry as ORCA input:
```
! wB97M-V def2-TZVPD RIJCOSX def2/J DEFGRID3
* xyz 0 1
C 0.855 0.874 0.118
O -0.440 0.212 -1.005
F 1.056 2.036 -0.395
Br 2.322 -0.315 -0.001
H 0.427 0.878 1.147
H -0.956 0.922 -1.481
*
```

molecular weight	128.9	u
DFT total energy	-2788.34562	hartree
ΔE to the lowest compared entry with this formula, charge and spin	47.2	kcal/mol
Kohn-Sham gap	0.4143	hartree
HOMO	-10.697	eV

Atomic partial charges in e from the Mulliken method, atoms 1 to 2:
1. C 0.255
2. O -0.588



[3]
This record from the OMol25 dataset describes a molecular structure, C21H47HgN2O7S2 in a non-equilibrium geometry. The level of theory is wB97M-V/def2-TZVPD.

Geometry as ORCA input:
```
! wB97M-V def2-TZVPD RIJCOSX def2/J DEFGRID3
* xyz 1 1
Hg -7.739 -2.898 5.575
O -2.983 -3.181 1.387
C -3.973 -3.228 2.254
O -3.996 -4.108 3.118
O -4.912 -2.449 2.133
H -3.393 -2.401 1.005
C -1.938 5.403 -3.083
C -2.096 6.263 -1.865
N -2.198 5.576 -0.580
C -2.499 6.596 0.452
C -1.235 7.554 0.650
C -3.167 4.423 -0.528
C -4.608 4.781 -0.814
H -0.963 4.928 -2.977
H -1.917 6.008 -3.989
H -2.644 4.591 -3.260
H -1.178 6.843 -1.769
H -2.881 6.991 -2.069
H -3.468 7.052 0.251
H -2.575 5.996 1.359
H -1.360 8.283 1.450
H -0.358 6.959 0.903
H -1.013 8.114 -0.258
H -3.172 3.968 0.463
H -2.809 3.680 -1.240
H -4.780 5.115 -1.837
H -5.001 5.502 -0.098
H -5.196 3.865 -0.749
C 3.823 0.678 0.215
C 4.671 1.927 0.363
N 5.905 1.656 1.156
C 6.947 0.777 0.550
C 7.908 0.219 1.596
C 6.374 2.789 1.878
C 6.800 3.921 0.926
H 4.354 -0.198 -0.155
H 3.023 0.731 -0.523
H 3.317 0.499 1.164
H 4.947 2.324 -0.614
H 4.029 2.697 0.792
H 6.548 -0.103 0.045
H 7.539 1.238 -0.240
H 8.385 1.066 2.089
H 7.295 -0.212 2.388
H 8.691 -0.469 1.277
H 7.115 2.591 2.653
H 5.497 3.109 2.439
H 6.107 4.156 0.119
H 7.736 3.691 0.417
H 6.878 4.828 1.525
C -6.319 -2.755 -4.453
C -7.439 -3.474 -3.811
C -8.230 -4.094 -5.005
S -8.505 -2.768 -6.197
O -9.586 -1.984 -5.677
O -8.551 -3.249 -7.589
C -6.857 -2.041 -5.731
H -5.438 -3.385 -4.576
H -6.028 -1.948 -3.780
H -8.110 -2.809 -3.266
H -6.948 -4.196 -3.158
H -9.192 -4.560 -4.791
H -7.586 -4.788 -5.547
H -6.985 -0.961 -5.657
H -6.115 -2.109 -6.527
C 3.466 -5.992 3.227
C 2.901 -6.873 4.376
C 3.998 -7.312 5.258
S 5.485 -7.409 4.221
O 5.800 -8.832 3.910
O 6.589 -6.534 4.695
C 4.773 -6.712 2.820
H 3.742 -5.005 3.596
H 2.716 -5.679 2.501
H 2.443 -7.777 3.976
H 2.107 -6.338 4.897
H 3.854 -8.288 5.720
H 4.109 -6.579 6.057
H 4.520 -7.583 2.216
H 5.547 -6.105 2.351
*
```

molecular weight	704.3	u
DFT total energy	-2413.73412	hartree
ΔE to the lowest compared entry with this formula, charge and spin	54.0	kcal/mol
Kohn-Sham gap	0.0446	hartree
HOMO	-10.661	eV

Atomic partial charges in e from the Mulliken method, atoms 1 to 2:
1. Hg 0.278
2. O -0.383



[4]
This record from the OMol25 dataset describes a molecular structure, C20H13F6NbO8 in a non-equilibrium geometry. The level of theory is wB97M-V/def2-TZVPD.

Geometry as ORCA input:
```
! wB97M-V def2-TZVPD RIJCOSX def2/J DEFGRID3
* xyz -2 1
O 2.508 2.163 4.066
C 1.621 1.464 4.559
O 1.197 1.232 5.690
Nb 1.215 -0.311 3.213
O 2.779 -1.402 3.556
C -0.632 0.976 2.691
O -0.842 1.533 1.629
C -1.856 1.228 3.664
F -2.099 2.570 3.753
F -1.620 0.768 4.926
C -3.211 0.617 3.276
F -3.582 1.131 2.081
F -4.156 0.974 4.200
C -3.351 -0.921 3.160
F -2.411 -1.361 2.297
F -4.572 -1.121 2.591
C -3.323 -1.779 4.453
O -4.348 -2.224 4.849
O -2.178 -1.989 4.991
H 1.941 0.383 1.674
H 0.221 -1.322 2.002
H 0.115 -1.271 4.409
H 3.533 -0.843 3.785
H -1.321 -1.638 4.585
C 4.204 -0.353 -5.505
C 4.696 -0.079 -4.233
C 3.827 0.124 -3.179
C 2.459 0.058 -3.398
C 1.959 -0.206 -4.673
C 2.841 -0.417 -5.726
C 0.483 -0.256 -4.942
O 0.065 -0.497 -6.057
C -0.434 0.007 -3.796
C -1.808 0.015 -4.005
C -2.659 0.252 -2.942
C -2.152 0.479 -1.664
C -0.788 0.475 -1.442
C 0.066 0.241 -2.514
C 1.534 0.266 -2.236
O 1.913 0.453 -1.114
H 4.890 -0.517 -6.326
H 5.764 -0.024 -4.065
H 4.177 0.332 -2.177
H 2.438 -0.627 -6.705
H -2.185 -0.164 -5.001
H -3.729 0.262 -3.106
H -2.821 0.663 -0.835
H -0.368 0.657 -0.457
*
```

molecular weight	588.2	u
DFT total energy	-2027.98894	hartree
Kohn-Sham gap	0.1258	hartree
HOMO	-0.461	eV

Atomic partial charges in e from the Mulliken method, atoms 1 to 2:
1. O -0.617
2. C 0.557



[5]
This record from the OMol25 dataset describes a molecular structure, C15H32MnN2O5P2 in a non-equilibrium geometry. The level of theory is wB97M-V/def2-TZVPD.

Geometry as ORCA input:
```
! wB97M-V def2-TZVPD RIJCOSX def2/J DEFGRID3
* xyz 0 6
O 2.164 1.693 -2.312
H 2.610 2.231 -2.985
Mn -0.052 -0.181 -0.470
N -1.860 -0.130 -1.457
N 0.381 -0.673 -2.411
O -3.152 0.119 -0.958
O 1.670 -0.781 -2.927
C -1.902 -0.587 -2.710
C -0.625 -0.853 -3.276
C -3.209 -0.762 -3.379
C -0.430 -1.230 -4.695
H -3.900 0.067 -3.191
H -3.707 -1.688 -3.054
H -3.068 -0.843 -4.461
H 0.634 -1.356 -4.917
H -0.837 -0.459 -5.365
H -0.958 -2.166 -4.919
H -3.027 0.730 -0.205
H 2.026 0.163 -2.794
O -0.639 -2.827 -0.114
H -1.431 -3.105 -0.615
H 0.016 -3.525 -0.296
C 0.877 2.323 -1.964
H 0.839 2.457 -0.870
H 0.048 1.686 -2.301
H 0.810 3.296 -2.475
O -2.729 4.045 -0.321
H -2.825 3.704 -1.225
H -2.497 4.985 -0.439
C 3.067 -1.524 0.186
P 1.968 -0.213 0.773
C 2.913 1.336 0.747
C 1.661 -0.527 2.561
C 2.686 -0.864 3.445
C 2.395 -1.067 4.799
C 1.091 -0.921 5.267
C 0.060 -0.576 4.388
C 0.338 -0.385 3.037
P -0.946 0.015 1.786
C -2.301 -1.110 2.192
C -1.514 1.690 2.200
H 2.972 -1.613 -0.905
H 2.775 -2.474 0.651
H 4.107 -1.289 0.446
H 3.883 1.173 1.234
H 2.363 2.109 1.300
H 3.043 1.653 -0.298
H 3.709 -0.967 3.082
H 3.197 -1.338 5.486
H 0.859 -1.074 6.320
H -0.964 -0.459 4.752
H -2.497 -1.089 3.270
H -3.201 -0.807 1.645
H -2.024 -2.127 1.890
H -2.310 2.006 1.511
H -0.675 2.392 2.105
H -1.882 1.714 3.234
*
```

molecular weight	437.3	u
expectation value of S²	8.8178
DFT total energy	-2909.96470	hartree
Kohn-Sham gap (alpha / beta)	0.1124 / 0.2724	hartree
HOMO (alpha / beta)	-2.928 / -7.316	eV

Atomic partial charges in e from the Mulliken method, atoms 1 to 2:
1. O -0.560
2. H 0.292



[6]
This record from the OMol25 dataset describes 2 unconnected molecules or ions with the total composition C3H10N2S2. The level of theory is wB97M-V/def2-TZVPD.

Geometry as ORCA input:
```
! wB97M-V def2-TZVPD RIJCOSX def2/J DEFGRID3
* xyz 0 1
N -0.530 -1.229 -1.527
C -1.472 -0.189 -1.245
C -1.900 -0.032 0.006
N -2.762 0.991 0.422
H 0.388 -0.829 -1.629
H -0.761 -1.725 -2.372
H -1.902 0.412 -2.042
H -1.569 -0.724 0.771
H -2.712 1.787 -0.179
H -2.665 1.261 1.382
C 1.797 -0.561 1.547
S 1.577 1.032 0.694
S 3.016 0.935 -0.778
H 2.042 -1.328 0.825
H 0.813 -0.767 1.969
H 2.560 -0.487 2.314
H 4.080 1.452 -0.158
*
```

molecular weight	138.3	u
DFT total energy	-1026.15577	hartree
ΔE to the lowest compared entry with this formula, charge and spin	19.0	kcal/mol
Kohn-Sham gap	0.3081	hartree
HOMO	-7.857	eV

Atomic partial charges in e from the Mulliken method, atoms 1 to 2:
1. N -0.514
2. C -0.364